Entry 1:
C33H41N5SeTb | the ωB97M-V functional and the def2-TZVPD basis

**LUMO level (alpha / beta)**: 2.283 / 2.282 eV
**Net charge**: -1
**HOMO-LUMO gap (alpha / beta)**: 4.71 / 4.53 eV
**Spin multiplicity**: 7
**M**: 745.61 g/mol
**Expectation value of S²**: 13.045
**Highest occupied orbital energy (alpha / beta)**: -2.42 / -2.25 eV
**E**: -4781.49122 hartree

Geometry (Å):
Tb1 -0.49 -0.92 -0.13
N1 0.70 -3.79 3.78
N2 -0.42 -2.18 -1.99
C1 0.50 1.62 -0.39
C2 1.56 0.71 -0.05
C3 1.57 0.57 1.41
C4 2.49 -0.17 2.21
H1 3.49 -0.26 1.79
H2 2.14 -1.71 2.49
H3 2.43 0.07 3.28
C5 0.43 1.28 1.91
C6 0.14 1.52 3.34
H4 0.07 2.60 3.54
H5 0.94 1.11 3.97
H6 -0.81 1.05 3.61
C7 -0.17 1.98 0.84
C8 -1.16 3.07 1.07
H7 -2.06 2.67 1.56
H8 -1.46 3.56 0.13
H9 -0.75 3.85 1.74
C9 2.57 0.11 -0.97
H10 3.46 0.76 -1.04
H11 2.18 -0.03 -2.00
H12 2.92 -0.87 -0.60
C10 0.32 2.27 -1.71
H13 -0.74 2.52 -1.86
H14 0.63 1.59 -2.51
H15 0.91 3.20 -1.82
C11 -0.41 -4.37 4.26
H16 -0.48 -4.47 5.33
C12 -1.47 -4.83 3.39
H17 -2.26 -5.44 3.78
C13 -1.43 -4.48 2.00
H18 -2.16 -4.86 1.29
C14 -0.39 -3.58 1.55
H19 -0.38 -3.19 0.49
C15 0.76 -3.41 2.45
C16 1.96 -2.71 2.07
H20 1.97 -2.52 0.96
C17 -1.11 -1.25 -2.64
C18 0.60 -2.67 -2.81
H21 1.53 -3.12 -2.43
C19 0.30 -2.28 -4.08
H22 0.64 -2.76 -4.96
N3 -0.68 -1.26 -3.94
C20 -0.83 -0.08 -4.67
C21 0.24 0.33 -5.49
C22 0.12 1.58 -6.11
H23 0.90 1.88 -6.81
C23 -0.95 2.44 -5.84
C24 -1.12 3.67 -6.64
H24 -1.65 4.43 -6.09
H25 -1.67 3.45 -7.55
H26 -0.14 4.05 -6.94
C25 -1.84 2.10 -4.82
H27 -2.60 2.82 -4.48
C26 -1.80 0.85 -4.21
C27 -2.70 0.62 -3.03
H28 -2.87 -0.45 -2.74
H29 -3.68 1.08 -3.24
H30 -2.35 1.16 -2.12
C28 1.55 -0.38 -5.58
H31 1.48 -1.47 -5.71
H32 2.20 -0.16 -4.70
H33 2.07 -0.02 -6.48
C29 -0.68 -1.15 4.75
N4 -2.09 -0.80 4.71
C30 -2.82 -0.50 5.85
C31 -4.08 -0.19 5.45
N5 -4.10 -0.32 4.07
C32 -5.28 -0.11 3.27
C33 -2.88 -0.73 3.59
Se1 -2.52 -1.13 1.79
H34 -0.23 -0.89 3.78
H35 -0.54 -2.21 4.91
H36 -0.21 -0.58 5.56
H37 -2.39 -0.54 6.83
H38 -4.95 0.12 6.01
H39 -6.02 -0.92 3.43
H40 -5.74 0.84 3.54
H41 -4.98 -0.10 2.21


Entry 2:
C5H6O2 | the ωB97M-V functional and the def2-TZVPD basis

**LUMO level**: 0.854 eV
**HOMO-LUMO gap**: 9.94 eV
**M**: 98.10 g/mol
**Energy relative to the best compared isomer or geometry (same formula, charge and spin)**: 2.103 eV
**Highest occupied orbital energy**: -9.08 eV
**E**: -344.52462 hartree
**SMILES string**: C=C=C(C)OC=O

Geometry (Å):
C1 -0.47 1.64 -1.11
C2 -0.14 0.36 -0.41
O1 -1.27 -0.45 -0.18
C3 -1.32 -1.17 0.97
O2 -0.53 -1.17 1.88
C4 1.04 -0.13 -0.14
C5 1.99 -0.77 0.49
H1 0.40 2.29 -1.15
H2 -1.31 2.17 -0.65
H3 -0.76 1.40 -2.14
H4 1.87 -0.77 1.57
H5 -2.24 -1.77 0.98
H6 2.76 -1.36 0.01


Entry 3:
C2H2N4OS | the ωB97M-V functional and the def2-TZVPD basis

**LUMO level**: -0.815 eV
**HOMO-LUMO gap**: 8.22 eV
**M**: 130.13 g/mol
**Energy relative to the best compared isomer or geometry (same formula, charge and spin)**: 0.000 eV
**Highest occupied orbital energy**: -9.04 eV
**E**: -769.82304 hartree
**SMILES string**: Oc1nn[nH]c(=S)n1

Geometry (Å):
C1 -0.56 0.05 1.34
C2 0.59 0.21 -0.61
H1 -1.46 -0.14 2.93
H2 -0.49 -0.90 -2.05
N1 -1.57 -0.76 0.83
N2 -1.46 -1.08 -0.40
N3 -0.44 -0.62 -1.09
N4 0.48 0.53 0.71
O1 -0.72 0.40 2.59
S1 1.78 0.61 -1.65


Which of these has the lowest E?
C33H41N5SeTb


What is the formula in the third record?
C2H2N4OS


The highest E belongs to which entry?
C5H6O2


Which formula does entry 2 have?
C5H6O2